1.
DFT (wB97M-V/def2-TZVPD) results for 10 unconnected molecules or ions with the total composition C40H60O30 in a non-equilibrium geometry.

Last columns: bonded neighbours and bond lengths (Å).
Positions of all 130 atoms, in Å:
1 O -5.13 3.84 -0.23  C30 1.434, C116 1.339
2 H 1.89 0.00 -5.78  C112 1.090
3 H 4.28 0.17 5.39  C94 1.090
4 O 2.29 -4.48 1.44  C60 1.225
5 H -2.74 -3.79 -5.88  C50 1.090
6 O 0.33 -4.74 2.46  C14 1.392, C60 1.321
7 H -6.38 6.12 -0.36  C82 1.090
8 H -1.02 -0.46 -4.89  C41 1.090
9 H -3.12 2.43 3.88  C81 1.090
10 O -4.01 -1.15 0.77  C24 1.301, C106 1.396
11 O -2.74 -2.08 -2.54  C19 1.247
12 H -7.56 0.62 -1.01  C33 1.090
13 O -3.31 -3.75 -3.97  C19 1.327, C50 1.387
14 C -1.02 -4.71 2.13  O6 1.392, C18 1.494, C88 1.529, H105 1.090
15 H -1.25 1.05 -0.70  C110 1.090
16 H 7.80 1.59 3.22  C73 1.090
17 O -4.36 -1.91 2.85  C24 1.228
18 C -0.98 -4.17 0.74  C14 1.494, H21 1.090, O121 1.365, H130 1.090
19 C -3.33 -2.49 -3.57  O11 1.247, O13 1.327, O76 1.357
20 H 5.29 1.67 -0.46  C58 1.090
21 H -1.61 -4.71 0.03  C18 1.090
22 H -1.27 2.06 5.35  C36 1.090
23 H 0.16 -0.53 1.60  C102 1.090
24 C -4.75 -1.35 1.83  O10 1.301, O17 1.228, O39 1.265
25 H -4.82 4.91 -1.98  C30 1.090
26 H -4.96 6.49 0.68  C82 1.090
27 H 0.47 -1.91 -6.79  C97 1.090
28 H 2.36 1.35 -3.22  C35 1.090
29 C -4.43 -2.56 -5.53  C50 1.477, H52 1.090, O76 1.377, H103 1.090
30 C -4.64 5.01 -0.91  O1 1.434, H25 1.090, C65 1.518, C82 1.559
31 C -0.30 -0.62 4.60  O40 1.204, O122 1.308, O126 1.394
32 O 0.66 -1.17 -3.83  C41 1.434, C45 1.287
33 C -7.17 0.39 -0.01  H12 1.090, H80 1.090, C99 1.558, H127 1.090
34 O 0.66 -3.02 -4.98  C45 1.364, C97 1.372
35 C 3.35 0.95 -2.96  H28 1.090, C91 1.555, H93 1.090, H107 1.090
36 C -1.52 1.27 4.65  H22 1.090, C81 1.506, C86 1.593, O126 1.385
37 O 5.54 -0.50 0.82  C56 1.226
38 H -4.56 0.40 -0.61  C106 1.090
39 O -5.91 -0.91 1.61  C24 1.265, C99 1.414
40 O 0.56 -1.41 4.30  C31 1.204
41 C 0.01 -0.80 -5.05  H8 1.090, O32 1.434, C97 1.543, C112 1.530
42 H 5.28 1.95 3.96  C46 1.090
43 O 6.45 2.17 -2.10  C47 1.314, C58 1.402
44 H -1.28 -4.20 4.25  C88 1.090
45 C 0.95 -2.42 -3.78  O32 1.287, O34 1.364, O109 1.241
46 C 5.38 2.57 3.07  H42 1.090, C54 1.564, H113 1.090, H114 1.090
47 C 6.03 3.05 -2.98  O43 1.314, O83 1.337, O98 1.231
48 H -1.81 0.53 0.87  C110 1.090
49 H 0.48 0.68 -6.63  C112 1.090
50 C -3.67 -3.80 -5.31  H5 1.090, O13 1.387, C29 1.477, C101 1.527
51 H -2.66 4.91 -1.66  C65 1.090
52 H -5.51 -2.71 -5.48  C29 1.090
53 C 1.21 -0.53 -0.22  O61 1.443, H77 1.090, H78 1.090, C102 1.485
54 C 6.66 3.47 3.07  C46 1.564, O62 1.441, C73 1.537, H75 1.090
55 H 2.59 -2.37 3.37  C68 1.090
56 C 4.92 -0.99 1.76  O37 1.226, O64 1.401, O120 1.409
57 H -4.99 7.12 -0.98  C82 1.090
58 C 5.38 1.47 -1.53  H20 1.090, O43 1.402, C91 1.490, H95 1.090
59 H 1.01 1.20 -5.05  C112 1.090
60 C 1.07 -4.46 1.41  O4 1.225, O6 1.321, O121 1.314
61 O 2.32 0.38 -0.08  C53 1.443, C100 1.321
62 O 6.70 4.17 1.81  C54 1.441, C63 1.341
63 C 7.77 3.75 1.12  O62 1.341, O90 1.169, O129 1.390
64 O 5.34 -0.87 3.09  C56 1.401, C85 1.410
65 C -3.14 4.91 -0.69  C30 1.518, H51 1.090, O117 1.379, H125 1.090
66 O 0.69 1.40 0.91  C100 1.346, C102 1.414
67 H -1.48 -2.82 3.19  C88 1.090
68 C 3.63 -2.36 3.05  H55 1.090, C85 1.516, O120 1.479, H123 1.090
69 H -2.73 -3.88 3.21  C88 1.090
70 H 5.04 -2.17 4.60  C85 1.090
71 H -5.26 -5.27 -5.02  C101 1.090
72 H -3.19 -0.21 4.82  C86 1.090
73 C 7.97 2.67 3.13  H16 1.090, C54 1.537, H92 1.090, O129 1.362
74 H -4.79 -5.05 -6.73  C101 1.090
75 H 6.53 4.10 3.94  C54 1.090
76 O -3.92 -1.75 -4.54  C19 1.357, C29 1.377
77 H 1.35 -1.57 0.05  C53 1.090
78 H 0.92 -0.56 -1.27  C53 1.090
79 O -4.33 2.07 0.93  C116 1.243
80 H -7.98 0.20 0.70  C33 1.090
81 C -2.24 1.92 3.49  H9 1.090, C36 1.506, H104 1.090, H108 1.090
82 C -5.30 6.30 -0.34  H7 1.090, H26 1.090, C30 1.559, H57 1.090
83 O 4.72 2.87 -3.19  C47 1.337, C91 1.367
84 H 2.96 -0.91 5.50  C94 1.090
85 C 4.45 -1.50 3.98  O64 1.410, C68 1.516, H70 1.090, C94 1.582
86 C -2.29 0.06 5.36  C36 1.593, H72 1.090, O122 1.393, H124 1.090
87 H 3.06 0.25 4.10  C94 1.090
88 C -1.64 -3.90 3.27  C14 1.529, H44 1.090, H67 1.090, H69 1.090
89 H -1.55 -0.69 -0.44  C110 1.090
90 O 8.13 4.12 0.07  C63 1.169
91 C 4.19 2.04 -2.24  C35 1.555, C58 1.490, O83 1.367, H96 1.090
92 H 8.65 3.08 3.87  C73 1.090
93 H 3.68 0.56 -3.92  C35 1.090
94 C 3.61 -0.42 4.77  H3 1.090, H84 1.090, C85 1.582, H87 1.090
95 H 5.50 0.41 -1.74  C58 1.090
96 H 3.55 2.59 -1.55  C91 1.090
97 C 0.03 -2.13 -5.82  H27 1.090, O34 1.372, C41 1.543, H119 1.090
98 O 6.73 3.95 -3.44  C47 1.231
99 C -6.21 -0.81 0.23  C33 1.558, O39 1.414, C106 1.538, H111 1.090
100 C 1.99 1.48 0.59  O61 1.321, O66 1.346, O115 1.255
101 C -4.43 -5.06 -5.70  C50 1.527, H71 1.090, H74 1.090, H128 1.090
102 C 0.21 0.09 0.70  H23 1.090, C53 1.485, O66 1.414, C110 1.570
103 H -4.21 -2.10 -6.50  C29 1.090
104 H -2.60 1.18 2.77  C81 1.090
105 H -1.40 -5.73 2.15  C14 1.090
106 C -4.77 -0.61 -0.27  O10 1.396, H38 1.090, C99 1.538, H118 1.090
107 H 3.28 0.08 -2.31  C35 1.090
108 H -1.63 2.58 2.88  C81 1.090
109 O 1.51 -2.96 -2.82  C45 1.241
110 C -1.20 0.23 0.02  H15 1.090, H48 1.090, H89 1.090, C102 1.570
111 H -6.66 -1.70 -0.22  C99 1.090
112 C 0.86 0.32 -5.67  H2 1.090, C41 1.530, H49 1.090, H59 1.090
113 H 4.55 3.27 3.01  C46 1.090
114 H 5.25 1.95 2.18  C46 1.090
115 O 2.72 2.47 0.81  C100 1.255
116 C -4.13 3.12 0.29  O1 1.339, O79 1.243, O117 1.341
117 O -2.97 3.67 -0.10  C65 1.379, C116 1.341
118 H -4.63 -1.24 -1.14  C106 1.090
119 H -1.03 -2.33 -5.96  C97 1.090
120 O 3.68 -1.67 1.74  C56 1.409, C68 1.479
121 O 0.34 -4.15 0.36  C18 1.365, C60 1.314
122 O -1.30 -0.92 5.39  C31 1.308, C86 1.393
123 H 4.03 -3.37 2.90  C68 1.090
124 H -2.68 0.41 6.32  C86 1.090
125 H -2.69 5.63 -0.01  C65 1.090
126 O -0.40 0.67 4.10  C31 1.394, C36 1.385
127 H -6.71 1.32 0.31  C33 1.090
128 H -3.81 -5.96 -5.67  C101 1.090
129 O 8.48 2.82 1.87  C63 1.390, C73 1.362
130 H -1.39 -3.17 0.69  C18 1.090

Output
* LUMO: -0.25 eV
* SMILES string: C[C@H]1COC(=O)O1.C[C@H]1COC(=O)O1.C[C@H]1COC(=O)O1.C[C@H]1COC(=O)O1.C[C@H]1COC(=O)O1.C[C@H]1COC(=O)O1.C[C@H]1COC(=O)O1.C[C@H]1COC(=O)O1.C[C@H]1COC(=O)O1.C[C@H]1COC(=O)O1
* frontier orbital gap: 9.22 eV
* calculated total energy: -3817.43129 a.u.

2.
DFT (wB97M-V/def2-TZVPD) results for C6H14NP in the gas phase in a non-equilibrium geometry.

Last columns: bonded neighbours and bond lengths (Å).
Positions of all 22 atoms, in Å:
1 H 0.35 0.17 -2.43  C3 1.130
2 C 0.40 -0.83 0.02  N14 1.390, C15 1.506, C19 1.481
3 C -0.42 0.64 -1.75  H1 1.130, H5 1.063, H8 1.137, C19 1.553
4 H -1.65 1.85 0.07  C6 1.101
5 H -1.39 0.22 -1.86  C3 1.063
6 C -1.38 0.84 0.43  H4 1.101, H16 1.079, H18 1.038, C19 1.440
7 H 0.46 -1.96 -1.74  C15 1.115
8 H -0.37 1.72 -2.11  C3 1.137
9 C 0.84 1.58 0.22  H11 1.100, H13 1.135, C19 1.507, H21 1.098
10 H 1.67 -0.56 -1.56  C15 1.121
11 H 1.11 1.37 1.27  C9 1.100
12 P -0.09 -1.70 2.70  N14 1.592, H17 1.376, H22 1.419
13 H 0.66 2.70 0.24  C9 1.135
14 N 0.17 -1.63 1.14  C2 1.390, P12 1.592
15 C 1.20 -1.46 -1.08  C2 1.506, H7 1.115, H10 1.121, H20 1.201
16 H -1.40 0.93 1.50  C6 1.079
17 H -0.94 -2.79 2.72  P12 1.376
18 H -1.95 -0.01 0.25  C6 1.038
19 C -0.14 0.53 -0.23  C2 1.481, C3 1.553, C6 1.440, C9 1.507
20 H 2.10 -2.21 -0.81  C15 1.201
21 H 1.84 1.41 -0.21  C9 1.098
22 H -1.05 -0.79 3.23  P12 1.419

Output
* LUMO: 0.74 eV
* SMILES string: C/C(=N/P)C(C)(C)C
* frontier orbital gap: 8.77 eV
* calculated total energy: -633.00691 a.u.

3.
DFT (wB97M-V/def2-TZVPD) results for C16H23N3O3S in the gas phase in a non-equilibrium geometry.

Last columns: bonded neighbours and bond lengths (Å).
Positions of all 46 atoms, in Å:
1 H 3.23 0.30 2.59  C15 1.093
2 H 1.66 0.33 4.42  C17 1.092
3 N 1.38 -1.82 -0.23  C25 1.343, C31 1.444, H34 1.012
4 H 0.54 -3.05 -3.16  C35 1.092
5 H 1.98 2.38 -0.37  C13 1.087
6 H 2.84 2.57 3.42  C14 1.093
7 H 0.49 2.23 -1.29  C13 1.089
8 H 3.16 1.51 1.33  C15 1.091
9 H 2.86 -1.58 1.21  C31 1.096
10 C -4.44 0.73 -3.99  S36 1.715, H40 1.072, C42 1.362
11 N -2.84 -0.99 -1.25  H19 1.010, C37 1.369, C43 1.372
12 H -0.55 0.72 3.28  C44 1.086
13 C 1.24 1.67 -0.73  H5 1.087, H7 1.089, H26 1.086, C41 1.525
14 C 1.99 1.98 3.06  H6 1.093, C15 1.531, C17 1.536, H18 1.090
15 C 2.56 0.97 2.06  H1 1.093, H8 1.091, C14 1.531, C33 1.533
16 H -0.68 0.87 5.04  C44 1.088
17 C 1.29 1.34 4.27  H2 1.092, C14 1.536, C44 1.525, H46 1.092
18 H 1.31 2.67 2.56  C14 1.090
19 H -3.37 -0.84 -0.41  N11 1.010
20 H 0.05 1.65 1.05  C41 1.092
21 O -0.68 -1.84 -4.55  C30 1.207
22 H 0.06 -3.60 -1.51  C35 1.092
23 H 0.91 -0.40 2.05  C33 1.096
24 N -0.98 -1.97 -2.28  C30 1.409, C35 1.458, C43 1.377
25 C 1.37 -1.86 -1.57  N3 1.343, O29 1.212, C35 1.540
26 H 1.72 0.99 -1.42  C13 1.086
27 H 2.96 -0.51 -0.21  C31 1.091
28 C -2.50 -0.69 -3.58  C30 1.442, S36 1.727, C37 1.380
29 O 2.16 -1.27 -2.28  C25 1.212
30 C -1.32 -1.52 -3.58  O21 1.207, N24 1.409, C28 1.442
31 C 2.27 -0.96 0.51  N3 1.444, H9 1.096, H27 1.091, C33 1.537
32 H -0.63 2.32 4.03  C44 1.088
33 C 1.53 0.12 1.31  C15 1.533, H23 1.096, C31 1.537, C41 1.536
34 H 0.61 -2.24 0.27  N3 1.012
35 C 0.25 -2.74 -2.15  H4 1.092, H22 1.092, N24 1.458, C25 1.540
36 S -3.19 0.08 -4.96  C10 1.715, C28 1.727
37 C -3.24 -0.44 -2.44  N11 1.369, C28 1.380, C42 1.411
38 O -1.40 -2.24 -0.06  C43 1.216
39 H -0.18 0.25 0.02  C41 1.093
40 H -5.19 1.35 -4.45  C10 1.072
41 C 0.58 0.93 0.42  C13 1.525, H20 1.092, C33 1.536, H39 1.093
42 C -4.36 0.39 -2.68  C10 1.362, C37 1.411, H45 1.074
43 C -1.71 -1.76 -1.14  N11 1.372, N24 1.377, O38 1.216
44 C -0.23 1.31 4.14  H12 1.086, H16 1.088, C17 1.525, H32 1.088
45 H -5.05 0.70 -1.92  C42 1.074
46 H 1.53 1.91 5.17  C17 1.092

Output
* LUMO: 0.13 eV
* SMILES string: CCCC[C@@H](CC)CNC(=O)Cn1c(=O)[nH]c2ccsc2c1=O
* frontier orbital gap: 9.21 eV
* calculated total energy: -1411.74876 a.u.

4.
DFT (wB97M-V/def2-TZVPD) results for CH3ClN2 in the gas phase in a non-equilibrium geometry.

Last columns: bonded neighbours and bond lengths (Å).
Positions of all 7 atoms, in Å:
1 H -0.20 0.61 -1.39  C2 1.184
2 C 0.44 0.35 -0.42  H1 1.184, H4 1.029, N6 1.458, N7 1.402
3 H 0.21 0.58 1.62  N7 0.983
4 H 1.47 0.34 -0.34  C2 1.029
5 Cl -1.55 -1.50 -0.48  N6 1.744
6 N -0.10 -0.83 0.23  C2 1.458, Cl5 1.744, N7 1.410
7 N -0.28 0.45 0.78  C2 1.402, H3 0.983, N6 1.410

Output
* LUMO: 0.98 eV
* SMILES string: ClN1CN1
* frontier orbital gap: 10.87 eV
* calculated total energy: -609.48493 a.u.